109
Properties=species:S:1:pos:R:3 method="wB97M-V/def2-TZVPD" total_charge=+1 energy_ev=-53918.852 homo_ha=-0.4113
N 5.58065 3.50236 -5.01016
C -7.72645 -5.05676 4.58545
H -4.05435 2.95043 0.30674
H -4.97604 3.77337 2.53434
C 1.94259 0.12781 -3.83042
H 2.80806 3.33518 2.96881
C -7.56184 -5.83003 3.36402
C 2.16625 0.81183 -2.47014
H 6.15246 6.54938 6.99110
H 1.81993 -1.70912 -2.66885
H -3.38490 4.49926 2.80890
C -4.07734 -5.00498 4.49766
H 2.94313 -1.79837 -3.99945
H -3.60786 -5.51386 -0.62165
C 0.72450 5.05944 -0.81448
H 2.78024 0.42713 -4.45256
H -0.37290 -2.78773 -2.94693
H -1.42442 -3.62854 -1.22980
C 5.64944 6.73492 6.04382
H 4.38106 -6.38420 1.34433
H 4.88740 4.65837 2.60835
H -1.71854 -3.12926 2.34566
C -3.92513 3.71275 2.28471
C 0.36413 3.67090 -1.29038
H 3.07738 1.39484 -2.47586
H 2.27127 0.09630 -1.65971
H -2.09624 -6.05409 0.08410
C -0.92690 -5.48610 -2.21762
H 3.13391 6.40395 -0.92219
H 2.08234 -3.84463 -2.77545
H 1.50050 -4.98737 -3.95195
H -3.35195 2.20495 -1.53935
H 5.47072 6.77160 -0.41573
H 1.03332 0.46129 -4.32035
H 2.84021 4.08013 -3.56874
C -0.17636 1.21371 -2.09269
C -1.59129 -3.45245 1.31342
H 5.98021 7.70114 5.66700
H -0.70940 -4.08810 1.29388
C -4.42415 -4.04121 5.52635
C 1.91144 4.99186 0.14118
C 0.54935 -5.09123 -2.02099
H -4.31193 4.69781 0.41247
N -7.85317 -4.44846 5.55042
C 5.94943 5.68085 5.08851
C -2.62670 -5.17984 -0.28798
H -0.30190 0.18869 -2.40483
C -0.98601 3.25828 -1.31304
H 3.71155 -6.65335 -0.26551
H -1.88718 4.95799 0.98585
N 6.18644 4.84947 4.33422
C -2.66097 1.41329 -1.79189
H 4.57861 6.79061 6.23193
H 0.09132 -1.37695 -4.69739
H 0.59650 -4.44413 -1.14422
H -7.90904 -6.85161 3.50793
C -2.84867 -4.21525 0.87686
C 2.90039 4.02153 2.14171
C -1.28086 1.97536 -1.73958
C 1.17449 -4.29036 -3.18066
H -4.07766 -4.36474 6.50646
C 4.81617 3.92572 -4.26755
C -1.92588 -4.55457 -1.49830
H 3.81628 5.52578 -3.32568
H -3.88182 0.23006 -0.47172
H 1.16073 -5.95594 -1.77686
N 1.37650 2.91653 -1.66953
H -1.45043 -2.56840 0.69472
H -8.13311 -5.38777 2.54955
H 4.06610 4.11133 -2.30606
H -5.50294 -3.90902 5.58318
C -2.83213 0.29045 -0.74465
C 2.35237 -5.87283 1.13633
C 0.21678 -3.25032 -3.73534
H -2.87413 1.02194 -2.78090
N -3.80547 -5.76993 3.68603
C 4.14197 5.63357 0.82042
C 1.97552 -1.40508 -3.70233
N 1.04500 1.69496 -2.05971
C 3.49517 -6.70706 0.80039
H 0.99841 5.64963 -1.68519
H 6.25307 5.72677 0.76504
H 0.93744 3.55097 1.42342
H 1.26747 -2.48361 -5.47767
H 3.30008 -7.74711 1.05565
C 3.83794 4.43674 -3.32038
H -2.27737 0.49504 0.16763
H -3.20940 -4.77858 1.73483
C 4.05556 4.76995 1.92505
H -1.70792 3.20463 0.94249
O -1.94137 4.11928 -0.92587
H -6.51352 -5.86657 3.06986
H -0.09883 5.49379 -0.26602
C -2.24045 4.04830 0.50459
C 0.87533 -2.11534 -4.53558
C 5.42250 6.40854 0.60615
H -3.97769 -3.06891 5.32171
H -2.55032 -0.68440 -1.13206
C 3.06455 5.74585 -0.06720
C -3.71216 3.86967 0.77705
H -2.68765 -4.28137 -2.23099
H 5.52133 7.21587 1.32448
H -3.63906 -3.49923 0.63722
H -3.52334 2.76766 2.64031
H -1.15522 -5.55823 -3.27755
H -1.05404 -6.49008 -1.81687
H -0.45520 -3.76364 -4.41894
C 1.83069 4.13926 1.25222
N 1.44762 -5.22054 1.40387


112
Properties=species:S:1:pos:R:3 method="wB97M-V/def2-TZVPD" total_charge=+1 energy_ev=-124264.813 homo_ha=-0.3487
O -2.11324 -3.14361 -1.34693
H -0.27305 5.29216 -7.49333
H 2.32391 6.75428 -4.78981
H 0.12101 0.94829 -2.77851
H -0.61545 3.87691 -4.90024
H -3.12420 -1.83039 2.18119
C -4.30380 -3.44217 1.45414
H 0.17843 -3.29716 7.50240
N 0.79864 5.36756 -4.90465
H -2.90118 -7.59620 8.66514
H -2.26952 1.63411 -1.89063
O -0.03246 1.62444 2.11387
H -1.49572 -5.08946 -0.87674
H 0.13302 -5.73732 5.63641
H 2.10882 -6.08264 8.01992
H 0.86864 -7.31403 8.27254
O 2.32107 0.29249 0.12657
C 3.41542 0.78317 -0.65591
C 0.45272 3.97906 -5.12030
C -1.75549 -3.31844 1.42473
H -0.98643 -3.52786 2.16210
C -1.12154 -1.05071 -1.52229
H 1.55942 -4.90503 6.26660
C 4.10630 3.66158 0.05706
C -2.03177 5.21128 -2.12876
H -3.41881 4.04182 -0.90300
H -2.38134 -5.70347 7.22453
C 4.64029 1.14508 0.15787
C 0.36302 -5.36759 9.14060
C -1.34483 2.22203 -1.85573
N -0.70324 -5.03107 8.21157
C 2.21069 5.69281 -5.01879
C -1.57362 -6.12828 7.82830
C -0.60458 -1.10946 1.18294
H -0.42383 -1.13390 2.24794
H 0.58198 3.65745 -6.16668
H -1.64071 -4.67582 -2.56788
H 3.96889 2.38696 1.77739
C -0.15975 1.23603 -1.77151
H 4.79937 0.34218 0.87905
H 0.07806 -2.51653 -5.59161
H 1.33162 -0.49925 -4.50821
H -1.44373 -7.36775 9.61715
C -0.48333 0.03479 -0.94228
H 2.68848 6.11319 -7.11649
H 2.64645 4.39260 -6.72859
O 1.03232 -1.06969 -3.79206
C 2.91489 5.37877 -6.34573
H -1.29790 2.75916 -2.80036
C 1.22445 3.02363 -4.22014
H 4.72845 3.78816 -0.83163
B -0.27045 -1.51809 -3.95155
C -2.19076 -6.84769 9.01743
C 1.36456 -6.45343 8.72358
H 3.06963 3.54746 -0.25295
H -1.12343 6.05101 -5.15008
H -1.66999 6.18175 -1.79487
H -1.82877 -0.13852 -3.28849
H -1.83760 2.59127 0.18602
C 0.51899 -4.77428 5.97281
H 1.09779 3.29226 -3.16851
H 0.50780 -4.09831 5.11318
H 0.90218 -4.44665 9.37497
C -0.13071 6.28735 -5.54593
N -1.46809 -2.10498 -0.72884
H 0.64536 6.80180 -7.53066
H -1.21682 4.75151 -2.68535
C -0.33289 -4.17681 7.10205
H -1.10291 6.83795 -7.38895
C -1.26141 -2.16699 0.60411
H -5.18094 -3.29533 2.07669
H 0.85106 2.00523 -4.36529
H 0.63896 -3.73308 -0.73916
H 0.49312 -3.37451 -2.47281
H -0.44760 3.51457 -0.37844
O 1.70275 1.45690 0.73453
H -2.28365 5.00530 -0.00854
H 1.90346 -6.81154 9.60220
H -4.42913 -2.90496 0.51377
H -4.19365 -4.50469 1.24304
H 4.18387 4.58583 0.62606
C -2.37545 4.36222 -0.88549
H 0.08959 7.29898 -5.19672
H -2.26660 -1.81734 -3.15785
H -0.09738 -5.67173 10.08264
H -1.06898 -6.87156 7.18957
H 2.29117 3.01271 -4.44475
C -0.20749 6.29842 -7.07699
H 0.69494 1.76014 -1.34885
C 0.20772 -4.06378 -1.68360
H 2.74371 5.17394 -4.21727
H 3.06985 1.59564 -1.29551
C -1.44637 3.16765 -0.65601
H -1.26155 -3.80276 6.65988
H 0.67695 -5.02016 -1.91227
H 3.99625 5.38851 -6.19876
C -1.27813 -4.31272 -1.60795
N -3.12891 5.47781 -3.06916
H -3.81601 6.05611 -2.59704
H 5.48622 1.13582 -0.53357
H -3.61635 4.60565 -3.25193
C 0.47846 1.08281 1.17943
H 5.60396 2.71381 1.25337
H -2.72300 -6.14662 9.66097
C 4.60086 2.48773 0.89415
H -1.96198 -4.18699 0.81354
H 3.64029 -0.05936 -1.31112
O -0.61201 -2.39859 -4.92867
C -1.46052 -1.11651 -2.96945
C -0.21056 -0.02138 0.42029
Br -2.99345 -3.47474 4.00732
C -3.06288 -2.91623 2.16064


49
Properties=species:S:1:pos:R:3 method="wB97M-V/def2-TZVPD" multiplicity=3 energy_ev=-70881.594 homo_ha="-0.3261 / -0.3323"
H -2.81551 -1.24874 -1.07861
C -0.88912 -2.15932 -1.86854
H -1.59016 3.90246 -1.85720
F 3.02253 0.81666 1.04657
F -1.01802 1.18223 2.94343
C 0.01959 -1.68196 -2.74763
O 2.36605 1.02779 -1.16668
Ti 0.59448 0.61018 1.29531
H 0.98766 -4.24325 0.09754
C 0.46194 2.25033 -1.13134
N -1.07315 1.59131 0.46707
H -2.84303 2.89107 -1.09663
H 0.85108 4.16730 -1.94638
B 3.18037 0.19304 -0.23094
O 2.28633 2.24091 4.12168
C -1.67423 -0.09715 -2.57011
O -2.05728 -0.68880 2.04550
C 1.58772 -3.61955 0.76343
F 4.44798 0.12978 -0.69314
O -2.28703 1.59356 1.04948
C -1.88666 3.39217 -0.94551
H 0.05242 0.23954 -3.92634
C -0.45662 -0.38749 -3.20717
H -2.04102 4.12832 -0.15379
H 1.91762 2.87517 -2.53968
O 2.65941 -1.19481 -0.05140
C -1.20775 -3.32819 1.94092
C -0.39608 -2.14594 1.53986
O 1.24403 2.36272 2.22265
C 0.89944 3.12216 -2.25621
B -2.23549 0.77488 2.29549
C -1.95926 -1.15531 -1.73236
C 0.95257 -2.28628 0.95260
C -0.86702 2.40388 -0.50015
H -2.13397 -3.00215 2.40316
N -0.80241 -0.93276 1.61965
H -0.86452 -3.11477 -1.36528
H -1.44132 -3.94695 1.07160
H 0.24498 2.99847 -3.12139
H -0.64683 -3.94546 2.64369
H 2.57970 -3.49917 0.34040
H 0.93399 -2.15800 -3.06635
N 1.48666 -1.17320 0.60700
H -2.27637 0.78594 -2.71885
N 1.17172 1.31616 -0.61426
H 1.66130 -4.13325 1.72309
N 1.71377 1.71879 3.22480
F -3.36415 0.96879 3.00743
O 1.50367 0.45886 3.16358


58
Properties=species:S:1:pos:R:3 method="wB97M-V/def2-TZVPD" multiplicity=4 total_charge=+4 energy_ev=-200173.141 homo_ha="-0.7289 / -0.7286"
C 0.68159 0.80805 5.06173
C -0.28696 0.61385 -2.60326
H 0.33747 -0.74241 -5.63334
C -0.51507 2.34296 0.23155
H 4.51549 2.54266 -1.54656
C 0.57005 -1.73327 -3.73491
C -3.23005 2.29964 0.47319
N 0.01422 -0.43434 -1.81450
H -3.90357 -4.82420 -1.48257
C 0.44481 -1.58585 -2.37375
N 1.92168 -0.04403 -0.00322
H 0.87497 1.12224 6.08037
C -2.45620 -4.17810 -0.02067
C 0.24997 -0.65644 -4.55679
H 1.68093 1.30303 1.87773
N 4.65145 -0.27577 0.01618
C -1.70451 -3.09713 0.37958
H 1.87216 -1.88151 0.99705
H -3.14125 4.45705 0.43769
H -2.41120 -5.12098 0.50932
N -1.14756 1.16248 0.28289
C -2.58496 3.52739 0.40106
Mn -0.03493 -0.48703 0.18136
H 5.85802 1.56340 -1.06857
H 2.18366 2.05319 4.16162
C -0.17981 0.53067 -3.97655
H -0.91692 -0.55354 5.58029
C 2.64653 0.91580 -0.55907
N 0.22264 5.70008 0.11631
H -3.97233 -2.58861 -2.59789
H 4.39751 -2.06788 0.98742
H -0.43193 1.39359 -4.57900
C 1.40587 1.31707 4.00285
H 2.14482 1.75128 -1.03154
Se -0.55053 -3.19950 1.89994
C -0.49377 -0.51240 3.46904
H -2.96629 0.17046 0.46620
N 4.85652 1.70789 -1.09739
H 0.70075 -2.40235 -1.70676
C 3.89637 -1.21553 0.54203
C -3.28992 -4.00435 -1.12828
C -1.19417 3.54476 0.28272
C -0.42911 4.75853 0.20835
H -2.51984 -0.77573 -1.76112
N 0.19584 -0.02637 2.40953
H 0.91837 -2.67294 -4.14323
H -0.62661 1.52225 -2.13048
C 2.50397 -1.11964 0.55256
C -0.31358 -0.12844 4.78617
Se -1.86346 -1.77441 3.12174
C 4.06388 0.79579 -0.55347
C -2.51652 -1.74400 -1.27796
N -1.69759 -1.88703 -0.22239
C -3.32617 -2.76704 -1.74806
C -2.48972 1.13619 0.41074
H -4.30603 2.24214 0.57393
H 0.56268 2.33296 0.14545
C 1.12836 0.88540 2.70480


45
Properties=species:S:1:pos:R:3 method="wB97M-V/def2-TZVPD" multiplicity=4 total_charge=+1 energy_ev=-68163.820 homo_ha="-0.4048 / -0.4325"
C -0.79795 3.40489 -2.17785
C -2.87256 -2.26053 4.67066
H -1.73963 -3.98288 -0.81634
H -3.27785 -0.02195 -0.46235
H 2.30124 -0.09548 3.67982
O 3.45795 -2.40018 -0.55608
N -2.24723 -1.13843 4.29638
H 1.73628 3.16419 1.09152
C -1.04707 2.14868 -2.70938
N -3.45722 -3.19761 5.07679
V -0.42425 -0.17227 0.64810
C 0.21345 2.43044 -0.24492
H 4.00242 0.13224 0.81121
H -3.90870 -1.53944 -1.07887
H -0.68874 -3.44928 -2.16281
H -2.48326 -3.26618 -2.30269
C 3.44406 1.07677 0.85919
H -1.05275 4.32396 -2.69722
C 1.97759 0.87560 3.30422
C 0.93950 2.40555 1.06984
C -1.62071 -3.22566 -1.61377
H 1.30691 -2.38986 -3.97411
O 1.58923 -1.52802 -4.36167
P -1.52090 -1.54921 -0.87626
H 3.22225 -1.77214 -1.30022
H 0.26043 2.61818 1.92100
H 1.28264 -1.02066 -3.60851
N -0.85577 -0.83174 2.32083
C -0.18203 3.57392 -0.91819
P 1.77557 0.73604 1.51490
C -3.22057 -1.10783 -0.34727
H 2.54057 -2.72444 -0.28971
H 3.96533 1.78550 1.52193
H -1.37946 -0.55180 -3.23753
C -1.51085 -0.23915 -2.17546
H 0.01427 4.53485 -0.40478
N -0.23394 1.21746 -0.67134
H 2.72637 1.62100 3.58128
H 1.03157 1.12096 3.78893
H 0.77235 -0.81524 0.60196
H -1.49211 2.03407 -3.69765
C -0.91151 1.01814 -1.87200
C -1.50572 -1.07621 3.27008
H -3.49445 -1.37697 0.67677
H 3.36522 1.51072 -0.14846


16
Properties=species:S:1:pos:R:3 method="wB97M-V/def2-TZVPD" smiles=CC.CC energy_ev=-4341.457 homo_ha=-0.4205
C -1.69282 0.46931 -0.92721
C 1.89483 -0.73138 0.02995
C 2.31973 0.59871 0.77320
H 1.43529 -0.49050 -0.93493
H -0.94230 1.03278 -0.42705
H -2.34329 -1.30943 0.01428
H 1.44571 1.26037 0.64321
H 1.23712 -1.21955 0.66509
H 2.65977 0.15971 1.70189
H 2.84169 -1.27563 -0.18456
H -2.46907 0.87533 -1.57269
H -1.13176 -0.23265 -1.54872
H -3.58854 -0.02273 0.05517
C -2.50614 -0.28726 0.14908
H 3.09033 1.11639 0.33358
H -2.25055 0.05653 1.22970